Record 1
C28H25CoF6IN3O3 | the ωB97M-V functional and the def2-TZVPD basis

Each line ends with the Mulliken spin population.
Atoms and positions in Å:
Co  0.0907  0.9038  -0.0600  1.2457
C  3.7821  -2.2188  -0.0926  -0.0154
C  2.3914  -2.7894  -0.0529  0.0994
N  2.2990  -4.1148  -0.0869  0.1394
C  1.0817  -4.6508  -0.0541  -0.1040
C  -0.0923  -3.9355  -0.0589  0.0999
C  -1.3994  -4.6719  0.0661  0.0143
O  -2.0755  -4.4118  1.2928  0.0042
C  -0.0322  -2.5052  -0.0935  -0.2081
C  -1.2144  -1.7701  -0.2012  0.3160
N  -1.4367  -0.4401  -0.1453  0.2067
C  -2.7143  -0.0494  0.0867  -0.0354
C  -3.6777  -0.9002  0.7055  0.0961
C  -4.9951  -0.5541  0.8631  -0.0417
C  -5.4570  0.6985  0.4733  0.0922
C  -4.5337  1.5936  -0.0536  -0.0332
C  -3.2188  1.2303  -0.2311  0.0448
I  -1.9233  2.7219  -1.0291  0.0301
C  1.2807  -1.9083  -0.0160  0.1852
O  1.4799  -0.6437  0.0645  0.1149
H  4.4832  -2.9457  0.3136  0.0014
H  3.8216  -1.2900  0.4743  0.0025
H  4.0714  -2.0033  -1.1237  0.0046
H  1.0599  -5.7362  -0.0390  -0.0063
H  -1.2235  -5.7533  0.0581  -0.0002
H  -2.0757  -4.4424  -0.7756  0.0098
H  -1.8838  -3.4932  1.5216  0.0106
H  -2.1072  -2.3603  -0.4013  0.0904
H  -3.3570  -1.8594  1.0834  0.0139
H  -5.6812  -1.2662  1.3073  -0.0033
H  -6.4960  0.9802  0.5914  0.0123
H  -4.8508  2.5880  -0.3381  -0.0039
C  0.7174  5.3112  -1.3437  0.0031
C  1.9663  4.6544  -0.7512  -0.0009
C  1.7165  3.3072  -0.2942  0.0005
N  1.4983  2.2288  0.0622  0.0513
H  0.9509  6.3262  -1.6607  -0.0001
H  -0.0846  5.3354  -0.6100  -0.0009
H  0.3710  4.7425  -2.2011  -0.0006
H  2.3429  5.2399  0.0954  0.0007
H  2.7538  4.6014  -1.5083  -0.0001
C  -0.2858  1.1136  1.6891  0.8506
C  -0.2652  0.6982  2.9891  -0.0146
C  0.1277  -0.6134  3.4098  0.2897
C  0.1380  -0.9656  4.7318  -0.1341
C  -0.2147  -0.0555  5.7318  0.2927
C  -0.5971  1.2317  5.3585  -0.1272
C  -0.6255  1.6027  4.0414  0.2971
H  0.4282  -1.3156  2.6470  0.0697
H  0.4379  -1.9707  5.0112  -0.0075
H  -0.1820  -0.3328  6.7781  0.0331
H  -0.8712  1.9578  6.1203  -0.0079
H  -0.9189  2.6061  3.7674  0.0310
C  2.8404  0.6013  -2.3953  -0.0010
C  1.4482  0.8307  -3.0292  0.0069
O  0.4568  1.1282  -2.2199  -0.0144
C  1.1145  -0.4445  -3.8770  -0.0036
F  1.9324  -0.6366  -4.9585  0.0000
F  1.2215  -1.5681  -3.1659  0.0021
F  -0.1255  -0.4279  -4.3863  0.0002
C  1.6495  1.9791  -4.0851  -0.0004
F  1.8347  3.1712  -3.4914  0.0000
F  0.6248  2.1544  -4.9354  -0.0003
F  2.7495  1.8379  -4.8788  -0.0001
H  2.6910  -0.0022  -1.5022  0.0019
H  3.2477  1.5642  -2.0943  -0.0002
H  3.5179  0.1097  -3.0918  0.0005

Atomic forces in eV per Å
Co -0.26 -1.54 -0.47
C -0.19 0.06 0.09
C 0.08 -0.01 -0.03
N 0.39 -0.05 0.04
C -0.27 -0.27 -0.08
C 0.00 -0.14 0.00
C 0.16 -0.02 -0.39
O -0.21 0.12 0.30
C 0.40 0.00 0.03
C -0.58 -0.35 0.10
N 0.32 0.82 -0.29
C -0.20 -0.15 0.15
C 0.23 -0.17 -0.14
C -0.34 0.20 -0.01
C -0.07 -0.02 0.00
C -0.24 0.05 0.03
C 0.46 0.59 -0.17
I -0.63 -0.33 0.13
C -0.03 -0.33 0.11
O -0.04 0.32 0.09
H 0.03 -0.06 0.02
H 0.07 0.08 -0.02
H 0.07 0.09 -0.04
H -0.15 -0.12 0.05
H 0.10 0.13 -0.10
H 0.09 0.00 0.10
H 0.05 -0.01 0.01
H 0.05 -0.05 0.04
H 0.06 -0.03 -0.03
H 0.02 -0.03 0.08
H 0.01 0.02 0.00
H 0.02 0.04 -0.01
C 0.00 -0.14 0.08
C 0.26 0.50 -0.16
C -0.03 -1.65 0.76
N 0.67 2.26 -0.71
H 0.00 0.05 -0.01
H -0.06 0.07 0.05
H -0.02 -0.04 -0.11
H 0.00 -0.08 -0.11
H -0.01 0.05 0.07
C -0.15 0.54 -0.35
C 0.05 -0.25 0.76
C 0.00 0.05 -0.40
C 0.09 -0.20 0.32
C 0.01 -0.07 0.20
C -0.03 0.13 0.27
C -0.07 0.12 -0.28
H 0.02 -0.13 -0.11
H 0.01 0.00 -0.03
H -0.02 -0.07 0.01
H 0.01 -0.05 -0.02
H -0.05 0.10 -0.06
C -0.25 -0.05 0.01
C 0.68 -0.26 -0.80
O -0.61 0.19 0.67
C -0.09 -0.31 -0.27
F 0.19 0.15 -0.03
F 0.01 -0.05 0.42
F -0.21 0.15 0.08
C 0.20 -0.15 -0.41
F -0.06 0.43 0.56
F -0.28 -0.08 0.02
F 0.07 -0.13 0.02
H 0.01 0.00 -0.03
H 0.13 0.06 0.01
H 0.14 0.03 0.00

HOMO level (alpha / beta) = 0.4677 / -1.3224 eV
multiplicity = 5
energy = -102085.2422 eV
gap between HOMO and LUMO (alpha / beta) = 0.132 / 0.197 hartree
M = 751.4 g mol⁻¹
total charge = -2

Record 2
C20H27F7N2O7S | the ωB97M-V functional and the def2-TZVPD basis

Each line ends with the natural charge from an NBO analysis.
Atoms and positions in Å:
C  2.5345  4.2489  3.3033  -0.6126
C  1.2397  5.0807  2.9263  -0.5270
C  0.8234  4.9239  1.4332  0.8043
O  1.5867  4.5382  0.5963  -0.5476
O  -0.4812  5.1986  1.0083  -0.5332
C  -1.4526  4.3387  1.6228  -0.0740
C  -1.2682  2.8083  1.2020  -0.4827
C  -2.5612  2.2497  0.5291  0.0921
O  -3.8303  2.5549  1.1654  -0.5384
C  -4.7179  1.9575  0.2396  0.9930
O  -5.6802  2.4094  -0.2397  -0.5125
O  -4.1476  0.6974  -0.0054  -0.5241
C  -2.7177  0.7031  0.2844  0.1884
C  -2.0868  0.4739  -1.1482  -0.4218
C  -0.5001  0.5695  -1.2301  -0.4213
C  0.0810  -0.8052  -1.7441  -0.4081
C  0.4776  -1.7955  -0.5621  -0.3982
C  1.7123  -2.6303  -1.0733  -0.4134
C  1.8898  -4.0327  -0.3664  -0.4198
C  3.2987  -4.2242  0.3079  -0.4976
S  4.6140  -4.8023  -0.8837  0.2292
C  3.9932  -4.4181  -2.5287  0.2774
N  4.3129  -3.2229  -3.0251  -0.2734
N  3.7098  -3.1355  -4.2430  -0.2805
C  3.0643  -4.2869  -4.4336  0.2635
O  3.2008  -5.1554  -3.3709  -0.4112
C  -2.3950  -0.2916  1.4440  0.6286
F  -3.0273  0.2146  2.5782  -0.3184
F  -1.0496  -0.2366  1.7115  -0.3141
C  -2.9604  -1.7507  1.2598  0.5649
F  -4.3034  -1.6823  1.5699  -0.2944
F  -2.8940  -2.2285  -0.0152  -0.2949
C  -2.3542  -2.8352  2.2296  0.9270
F  -2.7823  -2.6439  3.5039  -0.2961
F  -2.8998  -4.0407  1.8505  -0.3160
F  -1.0195  -2.9880  2.1425  -0.2957
H  2.7482  3.5018  2.5070  0.2344
H  2.3106  3.6897  4.2409  0.2112
H  3.3700  4.9784  3.4386  0.2200
H  1.3842  6.1712  3.1120  0.2448
H  0.4136  4.7050  3.5786  0.2203
H  -1.4555  4.3806  2.7407  0.1813
H  -2.4550  4.6959  1.2755  0.2136
H  -0.9510  2.2663  2.1217  0.2248
H  -0.4836  2.8238  0.4024  0.2573
H  -2.6384  2.8944  -0.3924  0.2028
H  -2.3889  -0.4751  -1.6433  0.2343
H  -2.4882  1.3006  -1.7902  0.2246
H  -0.2372  1.3500  -1.9931  0.2293
H  0.0013  0.8300  -0.2718  0.2097
H  1.0470  -0.5599  -2.2612  0.2341
H  -0.5771  -1.3142  -2.4924  0.1992
H  0.8415  -1.2021  0.3171  0.2003
H  -0.3873  -2.4402  -0.2852  0.1960
H  2.6494  -2.0265  -1.0441  0.2218
H  1.5164  -2.8501  -2.1609  0.1973
H  1.1125  -4.1650  0.4245  0.2170
H  1.7646  -4.8599  -1.1127  0.2138
H  3.6459  -3.3003  0.8349  0.2203
H  3.1952  -5.0323  1.0737  0.2274
H  2.4662  -4.4966  -5.3365  0.2172
O  1.3263  0.9103  -4.1157  -0.9410
H  1.1228  0.6826  -5.0299  0.4729
H  1.7370  1.7806  -4.1770  0.4738

Atomic forces in eV per Å
C -0.75 0.53 -0.26
C -0.40 -0.52 -0.07
C 0.14 -0.49 -0.09
O 0.21 0.29 0.15
O 0.45 -0.40 1.35
C -1.26 -0.81 -0.01
C -0.51 0.99 0.45
C 0.77 0.84 1.04
O -0.62 0.25 -0.90
C 2.95 -1.36 1.86
O -0.72 0.03 -0.06
O -0.82 0.43 0.09
C -0.50 1.23 -3.11
C 1.08 0.14 0.09
C -0.42 -0.84 -0.98
C 1.23 0.48 0.97
C 0.76 0.47 -0.98
C -0.85 -0.94 -0.52
C 0.62 0.30 0.12
C -0.96 -0.14 0.05
S -0.71 -0.42 -0.51
C 0.82 2.23 0.69
N -0.71 -2.11 0.52
N -1.34 -2.28 -0.76
C 0.89 1.84 0.34
O 0.40 1.36 -0.39
C -0.43 1.86 0.35
F 0.74 -0.76 -0.87
F -1.05 -0.62 -0.31
C -1.09 -0.15 0.28
F 1.37 -0.15 -0.26
F 0.49 0.64 1.00
C -0.99 -1.82 0.08
F 1.10 0.30 -1.25
F 0.54 1.19 0.19
F -1.09 0.63 0.41
H 0.07 0.71 0.54
H 0.47 0.56 -0.57
H -0.46 -1.02 -0.08
H -0.24 -0.79 -0.07
H 0.47 0.66 -0.58
H 0.12 0.28 -0.91
H 0.95 -0.15 0.29
H -0.12 0.03 -0.93
H -0.56 -0.38 0.85
H 0.38 -1.41 0.16
H -0.05 0.61 0.74
H 0.07 -0.83 0.74
H -0.21 -0.64 0.79
H -0.47 -0.17 -0.67
H -0.95 -0.28 0.31
H 0.43 0.48 0.63
H -0.66 -0.51 -0.59
H 0.77 0.35 -0.06
H -0.73 -0.39 0.09
H 0.29 0.32 0.88
H 0.55 0.11 -0.56
H -0.08 0.66 0.74
H -0.24 -0.69 -0.65
H 0.37 0.54 -0.69
H 0.43 -0.35 0.96
O -0.01 0.23 -0.21
H 0.03 -0.06 0.08
H 0.01 -0.08 0.06

HOMO level = -9.4455 eV
SMILES = CCC(=O)OCC[C@@H]1OC(=O)O[C@]1(CCCCCCCSc1nnco1)C(F)(F)C(F)(F)C(F)(F)F.O
energy = -68345.2450 eV
gap between HOMO and LUMO = 0.364 hartree
M = 572.5 g mol⁻¹

| no. | strongest force on any atom (Eh/bohr) |
| --- | --- |
| 1 | 0.04782 |
| 2 | 0.07280 |